DFT (ωB97M-V/def2-TZVPD) results for a structure of composition C44H39AlCl4N2O5PSb in a non-equilibrium geometry.

Structure (XYZ):
```
97
Properties=species:S:1:pos:R:3:forces:R:3
Al 1.380 0.023 0.029 -0.433 -0.654 0.453
C 3.398 2.975 1.756 -0.082 0.157 0.040
C 2.427 3.426 0.667 0.101 -0.423 -0.090
C 2.937 3.083 -0.728 -0.092 0.117 0.110
C 1.002 2.890 0.911 0.115 0.132 -0.032
C 0.336 3.677 2.028 -0.052 0.083 -0.070
O -0.097 2.674 2.949 0.016 0.001 -0.006
C 0.260 1.478 2.532 -0.104 -0.065 -0.050
N 0.866 1.449 1.364 0.159 0.235 -0.326
C -0.149 0.451 3.534 -0.065 0.042 0.028
C -0.616 0.960 4.758 0.038 0.029 -0.005
C -1.050 0.121 5.766 0.002 -0.009 -0.001
C -1.032 -1.253 5.586 -0.021 -0.006 -0.005
C -0.572 -1.771 4.389 -0.025 0.029 -0.002
C -0.136 -0.936 3.363 0.093 -0.006 -0.014
P 0.540 -1.700 1.874 0.227 -0.174 0.538
C 1.824 -2.811 2.539 -0.028 0.053 -0.041
C 1.567 -4.160 2.793 0.031 0.047 0.041
C 2.554 -4.964 3.341 -0.029 -0.022 -0.009
C 3.796 -4.431 3.650 0.019 -0.010 0.007
C 4.043 -3.082 3.440 -0.003 0.028 0.026
C 3.060 -2.272 2.894 -0.041 -0.054 -0.034
C -0.770 -2.775 1.287 -0.018 0.238 -0.524
C -0.438 -3.746 0.289 -0.906 -1.128 1.547
C -1.517 -4.484 -0.273 0.203 0.271 -0.401
C -2.828 -4.125 -0.060 -0.095 0.015 0.149
C -3.123 -3.116 0.854 0.011 -0.094 -0.063
C -2.102 -2.465 1.532 0.055 0.104 0.016
H 4.368 3.443 1.600 0.005 -0.001 0.027
H 3.537 1.896 1.737 0.034 0.001 0.002
H 3.055 3.260 2.754 0.018 -0.027 0.013
H 2.324 4.515 0.717 -0.027 0.001 0.036
H 2.911 2.011 -0.908 0.109 0.011 -0.071
H 3.971 3.404 -0.852 0.003 -0.010 -0.012
H 2.338 3.568 -1.501 0.010 -0.023 -0.023
H 0.430 2.986 -0.013 -0.034 0.038 0.037
H -0.531 4.256 1.717 -0.045 -0.063 0.003
H 1.035 4.328 2.550 -0.003 -0.015 0.022
H -0.633 2.023 4.928 -0.013 -0.004 0.017
H -1.405 0.546 6.695 0.023 0.003 0.007
H -1.366 -1.916 6.373 -0.003 -0.001 -0.003
H -0.549 -2.843 4.242 0.035 -0.003 0.022
H 0.593 -4.587 2.590 0.008 -0.020 0.004
H 2.348 -6.009 3.532 -0.001 0.001 -0.001
H 4.568 -5.064 4.065 -0.001 0.004 0.008
H 5.004 -2.660 3.701 -0.007 0.010 0.009
H 3.257 -1.220 2.746 0.048 -0.003 0.009
H 0.434 -4.369 0.490 0.411 0.427 -0.512
H -1.287 -5.289 -0.960 0.031 -0.185 0.230
H -3.624 -4.641 -0.579 -0.013 -0.042 0.058
H -4.153 -2.848 1.048 0.003 0.000 0.011
H -2.352 -1.714 2.270 -0.013 0.047 -0.049
O 3.755 -2.091 -0.649 0.096 0.028 -0.058
Cl 3.810 -0.688 -0.590 0.272 0.389 -0.026
O 5.101 -0.146 -0.614 -0.076 0.053 0.030
O 3.091 -0.219 0.701 0.043 -0.173 -0.391
O 2.907 -0.041 -1.569 0.103 -0.203 0.116
C -0.546 5.553 -4.553 -0.004 0.009 0.008
C -0.779 4.345 -5.189 0.000 -0.029 -0.020
C -0.706 3.152 -4.481 -0.003 0.018 0.037
C -0.389 3.169 -3.127 0.183 0.103 0.222
C -0.168 4.389 -2.486 0.017 -0.063 -0.057
C -0.251 5.576 -3.197 0.018 0.012 0.034
Sb -0.375 1.376 -1.982 -0.715 0.088 -0.276
C -2.159 1.696 -0.874 0.093 -0.002 0.149
C -2.358 1.004 0.321 0.052 0.053 -0.100
C -3.525 1.181 1.051 0.016 -0.019 0.027
C -4.506 2.044 0.582 -0.001 -0.018 -0.001
C -4.324 2.720 -0.617 0.006 0.013 -0.014
C -3.152 2.552 -1.344 0.021 0.024 0.023
C -1.206 -0.018 -3.391 -0.262 0.448 -0.030
C -2.433 -0.730 -2.988 4.019 -0.426 -0.365
C -2.259 -2.037 -3.210 -5.268 -0.393 0.260
C -0.514 -2.679 -4.753 1.758 3.006 -3.297
C -0.143 -1.498 -5.291 -0.716 0.603 1.759
C -0.366 -0.320 -4.449 0.340 0.394 -0.291
H -0.601 6.479 -5.110 -0.010 -0.002 -0.001
H -1.023 4.324 -6.243 -0.005 0.003 0.001
H -0.921 2.224 -4.992 -0.033 0.004 -0.015
H 0.054 4.428 -1.427 0.002 0.043 -0.006
H -0.086 6.518 -2.691 0.004 0.004 -0.011
H -1.599 0.311 0.675 -0.045 -0.030 0.057
H -3.669 0.653 1.986 -0.004 -0.012 -0.010
H -5.416 2.185 1.150 -0.002 0.009 -0.006
H -5.093 3.384 -0.988 -0.003 0.000 0.008
H -3.015 3.090 -2.274 -0.006 0.017 0.008
H -3.182 -0.288 -2.346 -0.363 0.060 -0.425
H -1.724 -3.934 -2.430 -0.643 0.379 2.315
H -1.516 -4.177 -3.962 -0.134 -0.011 -0.207
H 0.441 -1.403 -6.197 -0.272 0.003 -0.200
H 0.241 0.537 -4.740 0.496 -0.295 0.132
Cl -1.117 -3.038 -3.348 -0.342 -3.117 0.641
C -0.006 -3.067 -2.344 2.569 -1.903 0.804
Cl 0.028 -4.665 -6.320 0.355 -0.728 -0.667
Cl -1.537 -5.752 -5.767 -0.068 0.017 0.023
C 0.469 -2.688 -1.101 -1.580 3.046 -2.534
N 0.934 -1.603 -0.834 0.438 -0.481 1.228
```
Forces are in eV/Å.

Results
* E_LUMO (alpha / beta): -6.640 / -6.544 eV
* energy above the lowest of the compared OMol25 structures with the same formula, charge and spin: 52.2 kcal per mole
* net charge: +2
* frontier orbital gap (alpha / beta): 5.7691 / 6.0336 eV
* DFT total energy: -131947.6478 eV
* HOMO level (alpha / beta): -12.409 / -12.578 eV